H12IO6 | ωB97M-V/def2-TZVPD

```
! wB97M-V def2-TZVPD RIJCOSX def2/J DEFGRID3
* xyz -1 1
I 0.47 0.11 0.33
O 0.89 1.61 3.13
H 0.56 0.97 2.47
H 1.16 2.34 2.69
O -1.66 -0.09 -2.83
H -1.28 0.35 -2.08
H -1.53 -0.97 -2.60
O -2.12 -0.06 2.65
H -2.72 -0.85 2.68
H -1.58 0.05 1.79
O 0.04 1.94 -2.68
H -0.11 1.39 -3.51
H 0.22 1.39 -1.83
O 2.78 0.48 -1.25
H 2.97 -0.17 -1.90
H 1.98 0.25 -0.93
O 0.11 -3.07 1.70
H -0.13 -3.47 0.73
H -0.05 -2.20 1.45
*
```

Output
Energy (eV): -20581.9847
ΔE to the lowest compared entry with this formula, charge and spin (kcal/mol): 60.2
HOMO (eV): -5.51

Löwdin atomic charge list, values in e, 5 entries:
1. I 0.7260
2. O -0.1219
3. H -0.1757
4. H -0.0507
5. O -0.0616

---

C3H13NO2 | ωB97M-V/def2-TZVPD

```
! wB97M-V def2-TZVPD RIJCOSX def2/J DEFGRID3
* xyz 1 2
C -0.52 1.44 0.48
C 0.50 0.92 -0.66
C 1.83 1.27 -0.06
N -1.96 1.33 0.09
H -0.32 2.55 0.32
H -0.33 1.13 1.51
H 0.19 1.49 -1.58
H 0.22 -0.10 -1.01
H 2.05 0.48 0.77
H 1.89 2.18 0.54
H 2.59 1.40 -0.83
H -2.43 0.77 0.78
H -2.06 0.96 -0.81
H -0.07 -2.08 1.61
H -1.33 -3.10 1.56
O -0.86 -2.26 1.11
H 0.78 -2.92 -1.72
H -0.49 -2.98 -1.03
O 0.34 -2.47 -1.06
*
```

Output
Energy (eV): -8896.9081
ΔE to the lowest compared entry with this formula, charge and spin (kcal/mol): 36.9
HOMO (alpha / beta) (eV): -14.31 / -14.31

Löwdin atomic charge list, values in e, 5 entries:
1. C -0.1340
2. C -0.2058
3. C -0.1054
4. N 0.3022
5. H 0.1785

---

C44H41N5OOsS3 | ωB97M-V/def2-TZVPD

```
! wB97M-V def2-TZVPD RIJCOSX def2/J DEFGRID3
* xyz 4 5
Os 0.04 -0.83 0.18
O -1.92 -1.18 0.90
C -3.09 -1.70 0.15
C -3.46 -0.77 -0.99
C -2.27 -0.44 -1.90
C -1.49 -1.67 -2.30
C -1.83 -2.43 -3.40
C -1.12 -3.59 -3.68
C -0.07 -3.96 -2.84
C 0.23 -3.16 -1.76
N -0.48 -2.04 -1.49
H -2.18 -0.57 1.60
H -3.89 -1.81 0.88
H -2.78 -2.68 -0.19
H -3.90 0.15 -0.61
H -4.24 -1.27 -1.56
H -1.60 0.29 -1.41
H -2.63 0.08 -2.79
H -2.64 -2.11 -4.04
H -1.37 -4.19 -4.54
H 0.51 -4.85 -3.03
H 1.04 -3.39 -1.09
N 1.76 -0.63 -0.51
S 3.25 -0.29 -0.44
N 4.04 -0.81 0.84
S 3.33 -0.98 2.23
N 2.60 0.25 2.81
S 1.18 0.92 2.67
N 0.14 0.35 1.68
C 1.51 2.61 2.30
C 2.78 3.13 2.51
C 2.96 4.50 2.35
C 1.88 5.30 2.00
C 0.62 4.76 1.79
C 0.42 3.40 1.95
C 0.49 0.84 4.28
C 1.36 0.88 5.37
C 0.81 0.92 6.64
C -0.58 0.95 6.81
C -1.42 0.93 5.71
C -0.90 0.89 4.43
C 4.62 -1.37 3.33
C 4.25 -1.90 4.56
C 5.25 -2.18 5.48
C 6.58 -1.94 5.15
C 6.93 -1.41 3.91
C 5.94 -1.12 2.97
C 2.26 -2.40 2.12
C 2.76 -3.49 1.40
C 2.01 -4.66 1.37
C 0.78 -4.72 2.03
C 0.31 -3.63 2.75
C 1.06 -2.46 2.82
C 4.11 -1.03 -1.77
C 5.15 -1.93 -1.55
C 5.79 -2.45 -2.66
C 5.40 -2.08 -3.94
C 4.36 -1.17 -4.13
C 3.70 -0.63 -3.05
C 3.47 1.45 -0.57
C 4.77 1.94 -0.40
C 4.99 3.29 -0.63
C 3.94 4.11 -1.02
C 2.66 3.60 -1.19
C 2.41 2.25 -0.97
H 3.60 2.50 2.81
H 3.93 4.93 2.52
H 2.03 6.37 1.89
H -0.21 5.40 1.53
H -0.57 2.97 1.82
H 2.43 0.87 5.24
H 1.46 0.95 7.51
H -0.99 0.99 7.81
H -2.49 0.96 5.85
H -1.55 0.91 3.56
H 3.21 -2.09 4.81
H 5.00 -2.60 6.44
H 7.36 -2.17 5.86
H 7.96 -1.23 3.67
H 6.20 -0.71 2.01
H 3.71 -3.44 0.90
H 2.39 -5.52 0.84
H 0.21 -5.64 2.01
H -0.62 -3.71 3.30
H 0.72 -1.65 3.45
H 5.46 -2.19 -0.55
H 6.61 -3.15 -2.52
H 5.92 -2.49 -4.79
H 4.08 -0.88 -5.13
H 2.91 0.09 -3.19
H 5.58 1.29 -0.12
H 5.99 3.69 -0.52
H 4.13 5.16 -1.22
H 1.85 4.25 -1.50
H 1.42 1.84 -1.12
*
```

Output
Energy (eV): -90719.7868
ΔE to the lowest compared entry with this formula, charge and spin (kcal/mol): 0.0
HOMO (alpha / beta) (eV): -18.89 / -18.90

Löwdin atomic charge list, values in e, 5 entries:
1. Os 1.6398
2. O -0.2444
3. C -0.1275
4. C -0.1299
5. C -0.1269